Entry 1:
{
  "formula": "C2H6ClNO2P",
  "method": "ωB97M-V/def2-TZVPD",
  "species": ["C", "N", "C", "P", "O", "O", "Cl", "H", "H", "H", "H", "H", "H"],
  "coordinates": [[0.8358, -0.7901, -0.8660], [0.1653, -0.2452, 0.2805], [0.7781, 0.9110, 0.8697], [-1.5219, -0.2673, 0.2463], [-2.0379, -1.7941, -0.4902], [-2.0818, 0.2167, 1.5157], [-1.9449, 1.1633, -1.1847], [1.0240, -0.0303, -1.6377], [1.7937, -1.2303, -0.5640], [0.1839, -1.5617, -1.2698], [0.0896, 1.3155, 1.6099], [1.7141, 0.6249, 1.3672], [1.0021, 1.6877, 0.1230]],
  "forces_ev_per_angstrom": [[0.14, -0.25, -0.12], [-0.74, -0.12, 0.00], [0.16, 0.15, 0.24], [-1.92, -6.86, -2.59], [2.29, 6.16, 2.85], [-0.03, 0.25, 0.39], [-0.12, 0.54, -0.57], [0.01, 0.04, -0.02], [0.01, 0.02, -0.07], [0.10, -0.11, -0.13], [0.13, 0.09, 0.06], [-0.02, 0.09, -0.04], [-0.01, 0.01, 0.01]],
  "homo_lumo_gap_ev": 8.3,
  "lumo_ev": 3.7483,
  "total_charge": -1,
  "smiles": "CN(C)[P@@](=O)([O-])Cl",
  "homo_ev": -4.6,
  "de_lowest_kj_mol": 32.47
}



Entry 2:
{
  "formula": "C10H10BrClN3",
  "method": "ωB97M-V/def2-TZVPD",
  "species": ["N", "C", "C", "C", "C", "C", "N", "C", "C", "Cl", "C", "C", "Br", "C", "N", "H", "H", "H", "H", "H", "H", "H", "H", "H", "H"],
  "coordinates": [[3.0250, 1.4939, 0.2795], [3.0293, -0.1183, 0.1517], [2.3277, -0.3627, -1.1306], [1.0420, -0.7334, -1.1623], [0.3506, -1.0724, 0.0813], [-0.9419, -1.3561, 0.0985], [-2.0644, -1.5884, 0.2238], [-3.4040, -1.3539, 0.1492], [-3.9077, -0.1463, -0.1649], [-5.6194, 0.1475, -0.1847], [-3.0925, 1.0433, -0.4872], [-1.9630, 1.2186, 0.2057], [-0.7740, 2.6442, -0.1313], [1.1496, -1.0973, 1.2834], [2.3790, -0.6654, 1.3286], [3.4914, 1.6667, 1.1287], [2.0904, 1.6341, 0.0123], [3.7248, 1.8028, -0.4262], [4.1709, -0.2504, 0.2667], [3.0906, -0.1626, -1.9051], [0.4577, -1.0309, -1.9902], [-4.0103, -2.2405, 0.3752], [-3.5909, 1.6209, -1.1639], [-1.7008, 0.5046, 1.0326], [0.7400, -1.5980, 2.1293]],
  "forces_ev_per_angstrom": [[2.85, -2.13, -2.02], [-0.01, -0.28, 1.68], [1.94, 0.12, -0.43], [0.18, -0.73, 1.31], [2.42, 0.77, -0.05], [0.59, -0.21, 0.15], [-1.36, -0.82, -0.65], [-1.47, -0.57, 0.53], [0.12, 0.15, 0.38], [0.59, -0.41, -0.12], [0.78, -2.34, 2.46], [-0.28, -0.24, 0.21], [-0.12, -0.20, 0.20], [1.30, 0.74, -1.56], [-0.19, 0.01, 0.19], [-0.63, 0.95, 2.05], [-1.68, 1.64, 0.40], [-1.13, 0.05, 0.11], [-1.84, -0.57, -0.71], [-1.41, -0.47, -0.59], [-0.01, 0.35, -1.41], [0.05, 0.67, -0.16], [-0.43, 2.08, -1.90], [-0.13, 1.48, -0.96], [-0.12, -0.03, 0.91]],
  "homo_lumo_gap_ev": 8.1,
  "lumo_ev": -3.6990,
  "total_charge": 1,
  "smiles": "[NH3+][C@@H]1C=CC(=C=N/C=C(Cl)\\C=C\\Br)C=N1",
  "homo_ev": -11.8
}



Entry 3:
{
  "formula": "C9H8Cl2O2S",
  "method": "ωB97M-V/def2-TZVPD",
  "species": ["O", "S", "O", "C", "C", "C", "C", "C", "C", "C", "Cl", "C", "Cl", "C", "H", "H", "H", "H", "H", "H", "H", "H"],
  "coordinates": [[0.6782, 2.4880, -1.8120], [0.4841, 2.3856, -0.3877], [0.6001, 3.6873, 0.2274], [-0.5401, 1.3002, 0.5774], [-1.5544, 0.2148, 0.1794], [-1.4484, -0.8990, 1.1527], [-0.5131, -1.7857, 0.8405], [-0.2547, -1.6774, -0.6222], [-0.9131, -0.3840, -1.0863], [1.2988, -1.2263, -0.6535], [2.3820, -2.4647, -1.1775], [1.7447, -0.1720, 0.0725], [3.4691, 0.1476, -0.1859], [1.0032, 1.0030, 0.6488], [-0.9327, 1.8126, 1.4920], [-2.6026, 0.5551, 0.1659], [-2.0745, -0.6565, 2.1091], [-0.1232, -2.5812, 1.4367], [-0.3208, -2.6349, -1.2617], [-1.6763, -0.5422, -1.8847], [-0.2187, 0.3803, -1.3820], [1.5123, 1.0493, 1.5510]],
  "forces_ev_per_angstrom": [[-0.39, -1.93, 0.06], [0.69, 2.37, 0.89], [-0.15, -0.54, 0.89], [-1.64, -0.02, 1.32], [0.57, -0.13, -0.96], [-1.12, 1.35, 3.22], [-2.20, -0.62, -0.29], [4.33, 0.55, -1.21], [-2.84, -0.32, -0.93], [-1.04, -1.19, 1.62], [-0.09, 0.08, -0.33], [0.16, -0.48, -3.15], [-0.46, 0.45, 0.88], [-0.11, -1.14, -2.02], [0.87, 0.04, -0.80], [0.59, 0.39, -0.53], [1.72, -1.17, -1.31], [0.07, -0.37, 0.27], [-0.26, 1.64, 1.12], [0.67, 0.10, 0.45], [0.17, -0.61, -1.21], [0.46, 1.54, 2.02]],
  "homo_lumo_gap_ev": 9.4,
  "lumo_ev": 0.2956,
  "total_charge": 0,
  "smiles": "O=S1(=O)[C@H]2[C@@H]3C=C[C@@H](C3)C(Cl)=C(Cl)[C@H]21",
  "homo_ev": -9.1,
  "de_lowest_kj_mol": 435.45
}



Entry 4:
{
  "formula": "C4H3N",
  "method": "ωB97M-V/def2-TZVPD",
  "species": ["C", "C", "C", "C", "N", "H", "H", "H"],
  "coordinates": [[-1.0728, -0.9834, 0.0530], [0.9879, 0.1503, 0.4219], [0.1311, -0.9105, 0.6272], [-0.9083, 0.2907, -0.6699], [0.2808, 0.9133, -0.4318], [-1.9126, -1.6285, 0.0402], [1.9486, 0.3866, 0.8256], [0.5453, 1.7815, -0.8663]],
  "forces_ev_per_angstrom": [[-0.42, 1.41, -1.05], [0.42, -0.28, 0.40], [0.23, 1.26, -0.60], [0.20, -2.20, 1.43], [-0.20, 0.15, -0.20], [-0.36, -0.22, -0.10], [0.21, -0.07, 0.10], [-0.08, -0.04, 0.02]],
  "homo_lumo_gap_ev": [7.1, 7.1],
  "lumo_ev": [-1.1884, -1.1909],
  "total_charge": 0,
  "homo_ev": [-8.3, -8.3],
  "de_lowest_kj_mol": 360.73
}